Entry 1:
DFT (the ωB97M-V functional and the def2-TZVPD basis) results for the ion C4H11N2S with charge +1.

CARTESIAN COORDINATES (ANGSTROEM)
C1 0.807 -1.110 2.032
N1 0.813 -0.664 0.607
C2 1.482 -1.293 -0.279
S1 1.462 -0.773 -1.866
C3 0.148 0.606 0.272
C4 -1.133 0.477 -0.487
N2 -1.415 1.365 -1.584
H1 1.514 -0.701 2.761
H2 -0.229 -0.905 2.407
H3 0.807 -2.192 2.000
H4 2.316 -1.985 -0.003
H5 0.852 1.201 -0.381
H6 -0.080 1.146 1.073
H7 -1.210 -0.520 -0.926
H8 -1.938 0.591 0.220
H9 -2.146 1.095 -2.116
H10 -1.442 2.454 -1.394
H11 -0.609 1.206 -2.338

The value obtained for the HOMO-LUMO gap is 8.34 eV. The calculation puts the HOMO energy at -12.1 eV. As for the net charge: +1.


Entry 2:
DFT (the ωB97M-V functional and the def2-TZVPD basis) results for the ion C4H11N2S2 with charge +1.

CARTESIAN COORDINATES (ANGSTROEM)
S1 2.905 0.120 0.603
C1 1.340 0.357 -0.165
N1 0.430 1.208 0.589
C2 -0.921 1.375 -0.005
C3 -1.557 0.079 0.178
N2 -0.786 -0.910 -0.633
C4 0.603 -1.063 -0.344
S2 0.808 -1.992 1.242
H1 3.681 0.692 -0.277
H2 1.552 0.712 -1.296
H3 0.909 2.099 0.750
H4 -0.829 1.575 -1.115
H5 -1.387 2.095 0.548
H6 -1.411 -0.367 1.218
H7 -2.585 0.015 -0.015
H8 -1.155 -1.823 -0.644
H9 -0.816 -0.648 -1.649
H10 1.075 -1.592 -1.156
H11 2.101 -1.752 0.986

The value obtained for the HOMO-LUMO gap is 9.80 eV. The calculation puts the HOMO energy at -13.2 eV. As for the net charge: +1.


Entry 3:
DFT (the ωB97M-V functional and the def2-TZVPD basis) results for a cluster of 2 separate species, C4H11N3 in total.

CARTESIAN COORDINATES (ANGSTROEM)
C1 2.508 -1.207 0.127
C2 -2.159 1.090 0.364
C3 -1.979 -1.236 -0.538
C4 -1.727 0.121 -0.668
N1 1.332 -0.654 0.209
N2 2.060 1.305 -0.217
N3 0.950 0.537 0.042
H1 2.615 -2.283 0.353
H2 3.363 -0.708 -0.224
H3 -3.084 1.546 0.238
H4 -2.057 0.425 1.282
H5 -1.336 1.832 0.601
H6 -2.167 -1.386 0.549
H7 0.476 -1.200 0.439
H8 -1.838 -2.009 -1.284
H9 -1.604 0.490 -1.654
H10 1.788 2.271 0.062
H11 2.859 1.066 0.319

The value obtained for the HOMO-LUMO gap is 8.19 eV. The calculation puts the HOMO energy at -7.2 eV.


Entry 4:
DFT (the ωB97M-V functional and the def2-TZVPD basis) results for the molecule C4H11N3.

CARTESIAN COORDINATES (ANGSTROEM)
N1 -2.882 0.987 -0.565
C1 -1.551 1.491 -0.419
N2 -0.472 0.844 -0.568
C2 -0.427 -0.598 -0.185
C3 0.947 -1.124 -0.482
C4 2.085 -0.384 0.243
N3 2.171 -0.759 1.704
H1 -3.300 0.750 0.335
H2 -2.747 0.072 -0.992
H3 -1.476 2.528 -0.088
H4 -1.145 -1.010 -0.913
H5 -0.891 -0.833 0.771
H6 1.037 -2.158 -0.148
H7 1.267 -0.964 -1.511
H8 3.045 -0.731 -0.147
H9 2.167 0.686 0.051
H10 1.390 -1.333 1.988
H11 3.017 -1.309 1.707

The value obtained for the HOMO-LUMO gap is 9.68 eV. The calculation puts the HOMO energy at -8.9 eV.


Entry 5:
DFT (the ωB97M-V functional and the def2-TZVPD basis) results for a structure of composition C4H11N3.

CARTESIAN COORDINATES (ANGSTROEM)
C1 0.702 1.613 -0.656
C2 0.078 0.731 0.390
C3 1.217 -2.574 -0.255
C4 0.502 0.731 1.667
N1 0.921 -1.585 -0.991
H1 1.791 1.555 -0.583
H2 0.381 2.651 -0.527
H3 0.441 1.313 -1.673
H4 0.702 -2.653 0.733
H5 1.924 -3.361 -0.568
H6 -0.030 0.212 2.455
H7 1.368 1.313 1.957
N2 -1.042 -0.065 -0.003
N3 -2.064 0.560 -0.770
H8 -2.483 1.315 -0.228
H9 -1.379 -0.612 0.796
H10 -0.225 -1.030 -0.774
H11 -2.804 -0.113 -0.969

The value obtained for the HOMO-LUMO gap is 8.20 eV. The calculation puts the HOMO energy at -7.5 eV.


Entry 6:
DFT (the ωB97M-V functional and the def2-TZVPD basis) results for the molecule C4H11N3.

CARTESIAN COORDINATES (ANGSTROEM)
N1 -2.816 -0.380 0.467
C1 -1.696 -1.079 0.080
N2 -0.517 -0.633 -0.025
C2 0.035 0.331 0.960
C3 1.023 1.307 0.331
C4 1.641 0.818 -0.984
N3 2.228 -0.510 -0.809
H1 -2.562 0.524 0.847
H2 -3.665 -0.677 0.915
H3 -1.890 -2.148 -0.033
H4 -0.811 0.916 1.345
H5 0.328 -0.289 1.806
H6 1.833 1.654 0.961
H7 0.443 2.200 0.068
H8 2.449 1.516 -1.215
H9 0.967 0.860 -1.839
H10 2.901 -0.691 -1.538
H11 1.514 -1.224 -0.788

The value obtained for the HOMO-LUMO gap is 9.42 eV. The calculation puts the HOMO energy at -8.5 eV.


Entry 7:
DFT (the ωB97M-V functional and the def2-TZVPD basis) results for the molecule C4H11N3.

CARTESIAN COORDINATES (ANGSTROEM)
H1 1.704 1.716 -0.088
N1 2.532 1.133 0.056
C1 2.113 0.029 0.582
N2 0.817 -0.297 0.894
N3 -0.026 -0.473 -0.254
C2 -0.320 -1.906 -0.403
C3 -1.275 0.283 -0.067
C4 -1.090 1.752 -0.426
H2 2.833 -0.757 0.857
H3 0.763 -1.071 1.559
H4 -0.924 -2.085 -1.299
H5 0.606 -2.479 -0.526
H6 -0.860 -2.308 0.463
H7 -2.049 -0.110 -0.739
H8 -1.662 0.184 0.955
H9 -2.052 2.274 -0.373
H10 -0.710 1.860 -1.448
H11 -0.401 2.254 0.258

The value obtained for the HOMO-LUMO gap is 10.29 eV. The calculation puts the HOMO energy at -9.3 eV.


Entry 8:
DFT (the ωB97M-V functional and the def2-TZVPD basis) results for the molecule C4H11N3.

CARTESIAN COORDINATES (ANGSTROEM)
C1 -0.355 -0.596 1.968
N1 -0.484 -0.028 0.654
N2 -1.229 -0.875 -0.218
C2 -0.968 -0.295 -1.523
C3 0.527 0.075 -1.502
C4 0.793 0.335 -0.008
N3 1.145 1.713 0.228
H1 0.197 -1.552 1.966
H2 0.167 0.113 2.610
H3 -1.353 -0.769 2.367
H4 -0.832 -1.827 -0.194
H5 -1.232 -0.990 -2.318
H6 -1.582 0.605 -1.608
H7 1.134 -0.758 -1.862
H8 0.758 0.957 -2.092
H9 1.627 -0.285 0.363
H10 0.368 2.306 -0.045
H11 1.317 1.870 1.213

The value obtained for the HOMO-LUMO gap is 9.44 eV. The calculation puts the HOMO energy at -8.3 eV.


The calculated total energy results, record by record, are as follows: -18133.6770, -28969.0276, -8792.0436, -8794.9339, -8792.8571, -8795.4385, -8794.9850, -8795.6675 eV.
The ΔE to the lowest compared entry with this formula, charge and spin results, record by record, are as follows: 42.5, 25.8, 128.6, 61.9, 109.8, 50.3, 60.7, 45.0 kcal/mol.